A 2-piece molecular cluster, C20H31BBrF13NO3S overall in a non-equilibrium geometry, computed with ωB97M-V/def2-TZVPD.

Structure (ORCA input):
```
! RIJCOSX wB97M-V def2-TZVPD def2/J DEFGRID3
* xyz -1 1
C -1.234 -2.864 0.954
C -0.613 -3.717 -0.167
O -0.096 -2.937 -1.228
C 1.267 -2.581 -1.139
C 1.755 -2.078 -2.491
O 1.071 -0.918 -2.912
C 1.568 0.286 -2.340
C 0.558 1.396 -2.553
O -0.570 1.187 -1.737
C -1.771 1.809 -2.235
B -3.136 1.346 -1.433
C -2.922 1.067 0.184
C -2.355 2.316 0.871
C -2.402 2.369 2.381
F -2.033 3.620 2.844
F -3.675 2.176 2.851
C -1.582 1.391 3.286
F -2.134 0.162 3.221
F -1.695 1.821 4.558
C -0.045 1.083 3.068
F 0.346 0.303 4.093
F 0.034 0.373 1.951
C 1.078 2.206 2.890
F 2.091 1.599 2.303
F 0.623 3.144 2.095
S 1.875 3.097 4.411
F 0.712 2.710 5.414
F 2.627 1.728 4.788
F 3.091 3.522 3.471
F 1.135 4.460 4.093
F 2.631 3.810 5.614
C -3.731 -0.024 -2.102
Br -4.214 0.301 -4.030
C -4.946 -0.677 -1.446
C -5.095 -2.180 -1.688
H -1.140 -1.802 0.681
H -2.302 -3.076 1.088
H -0.741 -3.013 1.922
H 0.201 -4.344 0.240
H -1.352 -4.390 -0.618
H 1.863 -3.461 -0.823
H 1.413 -1.788 -0.381
H 2.840 -1.875 -2.416
H 1.578 -2.856 -3.252
H 2.541 0.536 -2.803
H 1.726 0.171 -1.260
H 1.044 2.366 -2.314
H 0.258 1.431 -3.619
H -1.836 1.532 -3.301
H -1.617 2.908 -2.214
H -3.961 2.261 -1.538
H -3.894 0.837 0.642
H -2.264 0.199 0.372
H -2.951 3.200 0.578
H -1.332 2.497 0.529
H -2.940 -0.780 -2.233
H -5.846 -0.150 -1.804
H -4.875 -0.472 -0.369
H -4.191 -2.721 -1.360
H -5.949 -2.604 -1.141
H -5.237 -2.382 -2.761
N 5.831 -2.200 -1.687
C 6.935 -1.396 -1.766
C 6.879 -0.508 -0.724
C 5.692 -0.786 0.008
C 5.068 -1.835 -0.612
H 5.605 -2.936 -2.330
H 7.659 -1.518 -2.553
H 7.602 0.263 -0.515
H 5.331 -0.267 0.878
H 4.147 -2.343 -0.384
*
```

Calculated values
HOMO-LUMO gap = 0.2793 hartree
HOMO level = -5.5 eV
F_max = 0.0207 Eh/bohr

Results of the Löwdin charge analysis, in e, for atoms 1 through 4:
1 C -0.059
2 C -0.261
3 O -0.146
4 C -0.217

An isolated molecule of C12H14O6S in a non-equilibrium geometry, computed with ωB97M-V/def2-TZVPD.

Structure (ORCA input):
```
! RIJCOSX wB97M-V def2-TZVPD def2/J DEFGRID3
* xyz 0 1
O 2.518 1.402 -2.710
O 3.976 -1.894 0.435
O 3.064 -0.405 2.116
O 2.228 0.393 -0.741
O 2.500 -2.788 2.145
O 1.351 -1.448 0.570
C 1.847 0.796 -1.921
C -1.236 -0.609 -3.591
C -1.765 -1.208 -2.398
C -0.147 0.274 -3.547
C -1.035 -1.273 -1.259
C 0.527 0.234 -2.333
C 0.069 -0.461 -1.133
C -2.335 2.167 1.569
C 1.088 -0.162 -0.090
C -1.653 1.106 2.486
C 0.437 0.807 0.969
C -0.729 0.126 1.842
S 2.818 -1.530 1.281
H 3.274 -3.263 1.790
H -1.818 -0.752 -4.477
H -2.643 -1.897 -2.431
H 0.395 0.865 -4.283
H -1.263 -1.794 -0.261
H -1.582 2.839 1.132
H -2.925 2.812 2.180
H -2.984 1.634 0.785
H -1.026 1.625 3.131
H -2.456 0.588 2.905
H 0.040 1.475 0.326
H 1.072 1.320 1.768
H -0.223 -0.531 2.542
H -1.384 -0.449 1.200
*
```

Calculated values
HOMO-LUMO gap = 0.3636 hartree
SMILES string = CCCC[C@]1(OS(=O)(=O)O)OC(=O)c2ccccc21
HOMO level = -9.9 eV
F_max = 0.0953 Eh/bohr

Results of the natural (NBO) charge analysis, in e, for atoms 1 through 4:
1 O -0.547
2 O -0.908
3 O -0.905
4 O -0.456

A 12-piece molecular cluster, C46H126N10O13 overall in a non-equilibrium geometry, computed with ωB97M-V/def2-TZVPD.

Structure (ORCA input):
```
! RIJCOSX wB97M-V def2-TZVPD def2/J DEFGRID3
* xyz 0 1
C 19.947 5.661 2.550
C 18.923 4.751 1.734
O 18.013 4.102 2.662
H 20.940 5.643 2.100
H 19.955 5.197 3.536
H 19.578 6.686 2.521
H 19.447 3.981 1.167
H 18.418 5.303 0.941
H 17.477 3.468 2.181
C 22.084 -2.687 4.351
C 23.083 -1.502 3.967
O 22.694 -1.021 2.675
H 21.159 -2.111 4.381
H 22.302 -3.008 5.370
H 22.191 -3.551 3.696
H 24.085 -1.930 3.970
H 23.108 -0.764 4.768
H 23.307 -0.338 2.393
C 16.152 -1.724 8.679
O 16.659 -2.402 9.826
C 16.343 -3.765 10.049
C 16.100 -4.035 11.540
N 15.475 -2.868 12.231
C 16.393 -2.406 13.329
C 15.965 -1.056 13.895
O 16.585 0.115 13.291
C 15.855 0.579 12.124
H 15.146 -1.327 8.815
H 16.115 -2.335 7.777
H 16.717 -0.802 8.537
H 17.216 -4.365 9.790
H 15.489 -4.156 9.497
H 17.023 -4.525 11.852
H 15.427 -4.884 11.657
H 15.540 -2.153 11.521
H 17.462 -2.454 13.120
H 16.320 -3.179 14.094
H 16.196 -1.021 14.960
H 14.889 -0.913 13.989
H 14.818 0.772 12.397
H 16.006 -0.033 11.234
H 16.274 1.572 11.965
C 18.745 -10.828 3.960
C 19.060 -12.340 3.990
C 17.795 -13.222 4.318
O 17.473 -12.914 5.662
C 17.408 -14.032 6.583
N 19.647 -12.665 2.666
H 18.411 -10.484 4.939
H 17.870 -10.621 3.344
H 19.549 -10.171 3.628
H 19.815 -12.554 4.746
H 18.059 -14.262 4.128
H 16.936 -12.980 3.692
H 18.404 -14.281 6.951
H 17.076 -14.951 6.101
H 16.738 -13.988 7.441
H 18.961 -12.646 1.925
H 19.989 -13.609 2.558
C 9.351 -5.915 -1.671
C 7.993 -5.944 -0.980
C 7.992 -4.803 0.109
O 8.970 -4.992 1.044
C 9.161 -4.006 2.085
N 6.972 -5.700 -1.961
H 9.637 -6.941 -1.902
H 10.076 -5.471 -0.989
H 9.431 -5.370 -2.612
H 7.934 -6.843 -0.367
H 7.031 -4.667 0.605
H 8.137 -3.843 -0.386
H 10.116 -4.077 2.606
H 8.437 -4.069 2.898
H 8.937 -2.995 1.745
H 6.916 -4.708 -2.141
H 6.047 -5.936 -1.632
C 21.944 5.563 18.739
C 21.880 4.155 19.212
C 22.886 3.866 20.367
O 24.159 4.288 20.034
C 25.087 3.563 20.797
N 20.589 3.891 19.709
H 21.601 5.798 17.732
H 22.875 6.108 18.893
H 21.335 6.191 19.389
H 22.061 3.586 18.300
H 22.767 2.801 20.564
H 22.544 4.191 21.349
H 24.995 3.645 21.880
H 26.161 3.640 20.630
H 24.894 2.500 20.647
H 20.396 2.990 20.124
H 19.992 3.942 18.896
C 21.792 -10.210 12.905
C 21.346 -11.531 12.211
C 20.771 -12.639 13.156
O 20.544 -13.968 12.575
C 21.666 -14.810 12.303
N 20.275 -11.145 11.266
H 22.676 -10.462 13.492
H 21.051 -9.902 13.642
H 22.117 -9.464 12.179
H 22.066 -11.865 11.464
H 19.739 -12.336 13.332
H 21.336 -12.606 14.087
H 21.426 -15.842 12.046
H 22.052 -14.977 13.309
H 22.275 -14.268 11.580
H 20.652 -10.608 10.499
H 19.688 -11.912 10.970
C 18.456 8.738 8.982
C 17.701 9.451 10.104
C 18.604 10.371 11.035
O 19.956 9.966 11.187
C 20.785 11.014 11.686
N 16.551 10.168 9.523
H 18.994 9.447 8.352
H 17.818 7.996 8.501
H 19.217 8.142 9.486
H 17.381 8.618 10.729
H 18.103 10.262 11.998
H 18.615 11.438 10.817
H 20.457 11.437 12.635
H 20.830 11.812 10.945
H 21.850 10.788 11.737
H 16.181 9.622 8.758
H 15.752 10.139 10.140
C 13.389 -2.144 23.139
C 14.309 -1.909 22.005
C 15.719 -2.456 22.207
O 16.707 -1.790 21.382
C 17.919 -2.543 21.200
N 13.660 -2.480 20.815
H 13.479 -3.219 23.297
H 12.408 -1.766 22.853
H 13.732 -1.488 23.938
H 14.404 -0.840 21.810
H 15.619 -3.539 22.284
H 16.000 -2.275 23.245
H 18.443 -2.647 22.151
H 18.463 -1.765 20.665
H 17.901 -3.399 20.526
H 13.998 -2.207 19.903
H 12.717 -2.117 20.818
C 2.228 -3.263 11.331
C 3.578 -3.372 11.980
C 4.801 -2.493 11.310
O 5.959 -2.865 12.005
C 7.111 -3.231 11.212
N 3.245 -3.174 13.396
H 1.978 -2.207 11.431
H 1.549 -3.975 11.801
H 2.327 -3.475 10.266
H 3.980 -4.375 11.840
H 4.629 -1.416 11.291
H 4.946 -2.807 10.277
H 7.855 -3.546 11.943
H 7.545 -2.398 10.659
H 6.818 -4.063 10.571
H 4.139 -3.054 13.851
H 2.692 -3.932 13.769
C 10.666 -9.749 5.628
C 10.651 -11.037 4.821
C 10.953 -11.007 3.306
O 11.180 -12.301 2.632
C 11.244 -12.084 1.253
N 11.707 -12.011 5.251
H 10.323 -9.965 6.640
H 10.055 -8.930 5.250
H 11.661 -9.325 5.769
H 9.697 -11.523 5.023
H 11.698 -10.218 3.199
H 10.089 -10.466 2.922
H 11.975 -11.309 1.022
H 10.284 -11.946 0.754
H 11.745 -12.932 0.788
H 11.738 -12.634 4.456
H 12.596 -11.547 5.133
C 24.969 -1.375 13.117
C 25.020 -0.209 12.139
C 24.240 1.016 12.644
O 24.345 2.038 11.674
C 23.772 3.266 12.088
N 26.435 0.121 11.961
H 25.581 -2.244 12.874
H 23.973 -1.812 13.045
H 25.101 -1.085 14.159
H 24.472 -0.523 11.250
H 24.484 1.375 13.643
H 23.164 0.849 12.586
H 24.240 3.553 13.030
H 22.686 3.189 12.135
H 24.083 4.018 11.363
H 26.971 -0.431 11.306
H 26.370 0.998 11.464
*
```

Calculated values
HOMO-LUMO gap = 0.3432 hartree
SMILES string = COC[C@H](C)N.COC[C@H](C)N.COC[C@H](C)N.COC[C@H](C)N.COC[C@H](C)N.COC[C@H](C)N.COC[C@H](C)N.COC[C@H](C)N.COC[C@H](C)N.COCCNCCOC.CCO.CCO
HOMO level = -8.8 eV
F_max = 0.0591 Eh/bohr
ΔE to the lowest compared entry with this formula, charge and spin = 786.3 kJ/mol

Results of the Löwdin charge analysis, in e, for atoms 1 through 4:
1 C -0.063
2 C -0.285
3 O -0.101
4 H 0.061

An isolated ion of composition C4H8BrN2 and charge +1 in a non-equilibrium geometry, computed with ωB97M-V/def2-TZVPD.

Structure (ORCA input):
```
! RIJCOSX wB97M-V def2-TZVPD def2/J DEFGRID3
* xyz 1 1
C 0.616 1.706 0.338
C 0.861 -0.387 1.153
C -0.928 -0.001 0.120
C -1.259 -1.131 -0.828
N -0.487 1.281 -0.254
N 1.404 0.862 0.875
Br -2.491 0.026 1.444
H 1.030 2.627 -0.014
H 0.508 -0.665 2.104
H 1.349 -1.235 0.648
H -2.185 -0.991 -1.374
H -1.770 -2.023 -0.357
H -0.450 -1.279 -1.540
H -1.034 2.117 -0.551
H 2.243 1.088 1.419
*
```

Calculated values
HOMO-LUMO gap = 0.3520 hartree
HOMO level = -14.0 eV
F_max = 0.1093 Eh/bohr
ΔE to the lowest compared entry with this formula, charge and spin = 300.3 kJ/mol

Results of the natural (NBO) charge analysis, in e, for atoms 1 through 4:
1 C 0.409
2 C -0.185
3 C 0.167
4 C -0.729

- Among the records above, which one has the highest HOMO-LUMO gap?
  C12H14O6S